DFT (ωB97M-V/def2-TZVPD) results for a structure of composition C45H62ClFN2O9PW.

The geometry in XYZ format:
```
122
Properties=species:S:1:pos:R:3:forces:R:3:lowdin_charge:R:1
W -0.671 -0.030 -0.213 0.09 -0.33 0.02 1.828
C -0.340 -1.260 -6.952 -0.01 0.01 0.01 0.037
C -0.785 -1.529 -5.537 0.05 0.04 0.00 -0.565
C -1.659 -2.769 -5.420 0.01 0.01 0.00 0.034
O -1.472 -0.382 -5.037 0.08 -0.04 -0.04 -0.034
C -1.304 -0.341 -3.638 0.01 0.00 -0.02 -0.150
C -0.071 -1.311 -3.395 0.00 0.02 -0.03 -0.190
O 0.359 -1.615 -4.702 -0.07 -0.03 -0.02 -0.012
C 1.189 -1.058 -2.527 -0.20 -0.12 0.05 -0.263
O 0.670 -0.727 -1.198 0.41 0.18 -0.15 -0.311
C 1.944 -2.371 -2.287 0.01 -0.03 0.00 -0.148
C 1.509 -3.609 -2.739 -0.01 -0.03 0.02 -0.006
C 2.242 -4.756 -2.454 0.01 0.00 0.01 -0.055
C 3.410 -4.675 -1.717 0.00 0.00 0.00 -0.072
C 3.850 -3.439 -1.262 0.01 0.00 0.00 -0.072
C 3.123 -2.297 -1.546 0.04 -0.01 -0.03 -0.030
C 2.177 -0.018 -3.028 -0.04 -0.01 0.01 -0.158
C 2.459 1.152 -2.341 0.05 -0.01 -0.01 -0.025
C 3.451 2.011 -2.799 -0.01 0.01 0.03 -0.066
C 4.167 1.708 -3.944 0.00 0.02 0.00 -0.078
C 3.891 0.534 -4.632 -0.01 0.00 -0.02 -0.058
C 2.912 -0.329 -4.174 0.00 0.00 0.00 -0.017
C -1.385 1.110 -3.107 0.19 0.01 0.00 -0.282
O -1.188 0.912 -1.690 -0.57 -0.15 0.04 -0.306
C -0.380 2.145 -3.588 0.08 0.00 0.02 -0.130
C 0.373 2.003 -4.744 -0.02 0.02 0.00 -0.002
C 1.201 3.034 -5.166 0.00 -0.01 -0.01 -0.058
C 1.289 4.209 -4.439 0.03 0.01 -0.01 -0.074
C 0.547 4.352 -3.275 0.01 0.00 0.02 -0.060
C -0.286 3.329 -2.859 0.02 0.02 0.04 -0.022
C -2.780 1.713 -3.307 -0.02 0.00 -0.03 -0.135
C -3.393 1.679 -4.558 -0.04 -0.03 -0.02 0.005
C -4.623 2.288 -4.753 -0.01 0.02 0.01 -0.052
C -5.254 2.960 -3.717 0.00 0.00 -0.02 -0.072
C -4.634 3.031 -2.480 0.02 -0.01 0.04 -0.065
C -3.402 2.419 -2.280 0.00 -0.09 0.06 -0.064
H -1.204 -1.014 -7.567 -0.01 -0.01 0.00 0.102
H 0.142 -2.145 -7.365 0.01 -0.01 0.01 0.101
H 0.364 -0.430 -6.974 0.00 0.02 0.01 0.089
H -2.525 -2.669 -6.074 0.00 0.01 0.00 0.101
H -2.021 -2.916 -4.402 0.00 0.00 0.03 0.090
H -1.093 -3.649 -5.720 0.01 -0.01 0.00 0.102
H -2.156 -0.834 -3.150 0.03 0.01 -0.01 0.140
H -0.532 -2.191 -2.938 0.03 0.05 -0.02 0.075
H 0.614 -3.707 -3.336 0.02 -0.01 -0.01 0.110
H 1.894 -5.713 -2.820 0.00 -0.01 0.00 0.109
H 3.982 -5.569 -1.505 0.00 -0.01 0.00 0.109
H 4.766 -3.364 -0.691 0.01 0.00 0.01 0.109
H 3.476 -1.333 -1.200 0.00 0.00 0.00 0.130
H 1.933 1.401 -1.436 -0.12 0.01 0.12 0.093
H 3.661 2.918 -2.249 0.00 0.00 0.00 0.112
H 4.942 2.376 -4.296 0.00 0.00 0.00 0.109
H 4.456 0.278 -5.519 0.00 -0.01 -0.01 0.109
H 2.732 -1.260 -4.692 0.00 0.00 0.00 0.125
H 0.320 1.095 -5.320 -0.02 -0.06 -0.03 0.103
H 1.785 2.909 -6.068 0.01 0.00 -0.01 0.114
H 1.935 5.010 -4.774 0.00 0.00 0.00 0.110
H 0.610 5.264 -2.696 0.00 0.01 0.00 0.108
H -0.883 3.460 -1.964 0.04 -0.01 -0.02 0.110
H -2.910 1.179 -5.383 -0.02 0.02 0.02 0.118
H -5.087 2.243 -5.729 0.00 0.00 -0.01 0.111
H -6.211 3.437 -3.877 -0.01 0.00 0.00 0.108
H -5.102 3.571 -1.667 0.00 0.00 0.00 0.107
H -2.923 2.501 -1.313 -0.01 -0.06 0.03 0.093
O -3.500 -0.172 -0.520 -0.26 0.12 0.00 -0.149
H -3.872 0.373 -1.229 0.06 0.06 0.01 0.047
H -3.648 -1.094 -0.768 0.00 0.02 -0.03 -0.003
F 0.576 1.286 0.289 0.08 0.17 -0.08 -0.351
Cl -1.635 -2.255 -0.572 0.00 0.39 0.06 0.258
C 0.718 2.297 4.820 0.00 -0.01 0.01 -0.015
C 0.278 0.847 4.886 -0.01 -0.04 -0.04 -0.592
C 1.297 -0.010 5.616 0.00 0.02 0.04 -0.024
C -1.108 0.707 5.491 0.00 0.01 0.04 -0.015
O 0.191 0.442 3.469 0.03 0.05 0.02 -0.142
P 0.160 -1.044 2.969 0.02 -0.02 -0.12 0.337
O -0.752 -1.965 3.649 0.01 0.01 -0.01 -0.212
O -0.261 -0.786 1.443 -0.04 -0.10 0.19 -0.478
O 1.663 -1.459 2.869 0.00 0.03 0.01 -0.136
C 2.155 -2.841 2.649 -0.02 0.03 0.02 -0.579
C 1.421 -3.453 1.468 0.01 0.00 -0.01 -0.027
C 1.944 -3.634 3.927 0.01 -0.04 -0.02 -0.022
C 3.629 -2.642 2.354 -0.01 -0.03 -0.02 -0.018
H 0.754 2.722 5.823 0.00 -0.01 0.01 0.098
H 0.017 2.878 4.220 -0.01 0.01 -0.01 0.078
H 1.707 2.376 4.370 0.01 0.00 -0.01 0.096
H 1.407 0.359 6.636 0.00 0.00 0.00 0.100
H 2.267 0.038 5.122 0.01 0.00 0.00 0.095
H 0.973 -1.051 5.669 0.00 -0.01 0.00 0.084
H -1.092 1.042 6.529 0.00 0.01 0.00 0.100
H -1.438 -0.330 5.462 0.00 -0.01 0.00 0.083
H -1.821 1.326 4.942 0.00 0.00 -0.01 0.068
H 0.366 -3.610 1.695 -0.02 0.00 0.01 0.081
H 1.869 -4.418 1.229 -0.02 -0.01 0.00 0.101
H 1.509 -2.818 0.583 -0.01 -0.02 0.03 0.067
H 0.885 -3.699 4.171 0.00 0.00 0.01 0.078
H 2.479 -3.170 4.756 -0.01 0.01 0.01 0.091
H 2.333 -4.644 3.792 0.02 0.00 0.00 0.097
H 3.758 -2.033 1.460 0.01 0.02 -0.02 0.078
H 4.105 -3.609 2.188 0.00 -0.01 0.00 0.097
H 4.122 -2.149 3.192 0.00 0.00 0.00 0.092
C -4.674 -1.220 2.266 0.00 -0.01 -0.01 -0.061
C -3.335 -0.539 2.489 0.01 0.01 -0.01 -0.199
N -3.414 0.928 2.574 0.02 0.01 -0.08 -0.030
C -4.344 1.417 3.603 -0.01 0.00 0.06 -0.204
C -5.703 1.832 3.058 -0.02 0.01 0.01 -0.049
C -2.659 1.771 1.882 0.00 -0.06 -0.05 -0.352
C -2.754 3.234 2.240 0.01 0.05 -0.05 0.025
N -1.825 1.465 0.900 0.08 -0.08 0.06 -0.025
H -4.493 -2.287 2.133 0.01 0.00 0.00 0.091
H -5.172 -0.840 1.376 0.00 0.01 -0.03 0.069
H -5.342 -1.112 3.120 0.00 0.00 0.00 0.076
H -2.657 -0.806 1.694 0.04 -0.01 -0.08 0.041
H -2.881 -0.894 3.416 0.02 -0.01 0.00 0.108
H -3.887 2.236 4.156 -0.03 -0.02 0.00 0.103
H -4.460 0.602 4.317 0.00 0.00 0.00 0.126
H -5.629 2.683 2.381 0.00 -0.01 -0.01 0.067
H -6.353 2.121 3.884 0.00 0.01 0.01 0.089
H -6.178 1.015 2.520 -0.01 0.00 0.00 0.069
H -2.510 3.395 3.290 0.04 0.00 -0.01 0.087
H -3.758 3.618 2.066 0.02 0.01 0.03 0.087
H -2.056 3.815 1.643 -0.02 0.01 -0.01 0.093
H -1.348 2.313 0.620 -0.05 -0.02 0.03 0.058
```
Positions in Å, forces in eV/Å.

## Properties
HOMO-LUMO gap	6.62	eV
highest occupied orbital energy	-0.397	hartree
net charge	+1
E	-95436.1583	eV

***

DFT (ωB97M-V/def2-TZVPD) results for a structure of composition C45H62ClFN3O5PSeTc.

The geometry in XYZ format:
```
120
Properties=species:S:1:pos:R:3:forces:R:3:mulliken_spin:R:1
Tc -0.901 0.658 -0.591 -0.17 -0.02 0.23 3.219
C 0.475 -1.106 7.217 0.00 -0.01 -0.01 0.000
C -0.519 -0.682 6.131 -0.01 -0.01 -0.01 0.000
C -1.214 0.621 6.522 0.01 0.01 -0.01 0.000
C 0.188 -0.616 4.792 0.00 -0.04 0.04 -0.002
C 0.255 -1.755 3.987 -0.01 0.00 0.02 -0.001
C 0.937 -1.770 2.783 0.00 0.01 0.00 0.000
C 1.018 -3.069 1.994 -0.01 -0.02 -0.01 -0.003
C -0.348 -3.732 1.805 0.00 0.00 0.00 0.005
C 1.970 -4.063 2.668 0.01 0.01 0.01 0.000
C 1.630 -0.608 2.380 0.02 -0.06 0.01 0.002
C 1.590 0.538 3.177 0.01 0.01 0.03 -0.008
C 0.823 0.531 4.346 0.02 0.02 -0.03 0.002
C 2.492 1.731 2.922 0.01 -0.01 0.00 0.001
C 3.672 1.718 3.902 0.01 0.01 -0.01 0.000
C 1.758 3.069 3.017 0.02 0.01 0.03 -0.004
C 2.743 -0.798 1.387 -0.03 0.04 -0.03 0.001
C 3.886 -1.272 2.049 -0.01 -0.01 0.01 0.001
C 5.047 -1.645 1.407 0.01 -0.01 -0.01 0.000
C 5.089 -1.562 0.028 0.00 -0.01 -0.02 -0.001
C 3.989 -1.071 -0.641 -0.06 -0.07 0.01 -0.006
C 2.800 -0.663 -0.014 0.07 -0.03 -0.05 -0.075
P 1.677 0.191 -1.227 -0.01 0.03 0.13 -0.006
C 2.529 1.896 -1.453 0.05 0.03 0.03 -0.054
C 2.502 2.406 -2.905 -0.01 0.07 -0.01 -0.004
C 1.843 2.906 -0.520 0.02 -0.03 0.01 0.061
C 4.009 1.855 -1.045 -0.04 0.07 -0.03 0.001
C 1.798 -0.821 -2.862 -0.07 0.03 -0.03 -0.034
C 0.574 -0.488 -3.731 0.02 0.06 0.02 0.055
C 1.787 -2.324 -2.523 0.00 0.07 0.01 0.005
C 2.982 -0.527 -3.812 0.04 -0.07 -0.03 0.001
H -0.026 -1.208 8.179 0.00 0.00 0.00 0.000
H 1.262 -0.357 7.321 0.00 0.01 0.00 0.000
H 0.946 -2.059 6.973 0.01 -0.01 0.00 0.000
H -1.279 -1.468 6.053 0.00 0.01 0.00 0.000
H -0.492 1.406 6.747 0.01 0.00 0.00 0.000
H -1.814 0.471 7.419 0.00 0.00 0.00 0.000
H -1.875 0.999 5.737 -0.01 -0.01 0.00 0.000
H -0.235 -2.658 4.335 -0.02 -0.02 0.00 0.000
H 1.418 -2.839 1.001 0.01 0.00 0.01 -0.001
H -0.779 -4.046 2.756 0.00 -0.01 0.01 0.000
H -0.250 -4.628 1.189 0.00 0.01 -0.01 0.000
H -1.056 -3.060 1.320 -0.04 0.02 0.01 0.000
H 1.587 -4.348 3.649 0.00 0.00 0.01 0.000
H 2.964 -3.642 2.806 0.01 0.00 -0.01 0.000
H 2.066 -4.970 2.069 -0.01 -0.01 0.00 0.000
H 0.800 1.424 4.957 0.00 0.01 0.01 0.000
H 2.909 1.622 1.919 -0.03 0.02 -0.01 -0.003
H 3.315 1.779 4.931 0.00 0.00 0.00 0.000
H 4.323 2.574 3.721 0.00 0.00 0.00 0.000
H 4.271 0.812 3.807 -0.01 0.02 0.00 0.000
H 1.501 3.302 4.051 -0.02 0.00 0.00 0.000
H 0.840 3.079 2.432 -0.02 0.00 -0.02 0.002
H 2.402 3.878 2.666 0.00 0.00 0.01 0.000
H 3.827 -1.363 3.126 0.00 -0.01 0.00 0.000
H 5.895 -2.004 1.975 0.00 -0.01 0.00 0.000
H 5.970 -1.856 -0.526 0.00 0.00 0.00 0.000
H 4.080 -0.979 -1.702 -0.03 -0.04 -0.14 0.001
H 1.551 2.283 -3.418 0.06 0.01 0.03 0.003
H 3.290 1.948 -3.497 -0.05 0.13 0.10 0.001
H 2.714 3.475 -2.877 -0.03 0.02 0.01 0.000
H 0.758 2.850 -0.492 0.02 0.06 -0.10 -0.025
H 2.092 3.918 -0.843 0.07 0.01 0.02 -0.001
H 2.187 2.795 0.504 -0.04 -0.05 0.02 -0.004
H 4.601 1.195 -1.677 0.01 0.02 0.00 0.001
H 4.156 1.572 -0.004 0.01 -0.01 0.00 0.000
H 4.401 2.866 -1.176 -0.01 0.01 0.00 -0.001
H 0.445 0.594 -3.793 0.02 -0.10 -0.08 -0.002
H -0.339 -0.944 -3.362 -0.10 -0.02 0.09 -0.037
H 0.761 -0.866 -4.739 0.01 -0.07 0.01 0.002
H 1.172 -2.571 -1.658 0.00 0.03 -0.04 -0.003
H 2.784 -2.703 -2.322 0.08 0.00 0.03 -0.001
H 1.393 -2.868 -3.384 0.00 0.00 0.01 0.003
H 2.836 0.398 -4.364 -0.03 -0.18 0.00 0.001
H 2.984 -1.335 -4.547 0.03 -0.03 0.03 0.000
H 3.974 -0.504 -3.374 0.02 0.05 0.04 0.000
O -2.796 3.855 0.278 -0.02 0.01 -0.01 0.004
Cl -2.407 2.641 0.873 0.01 0.12 0.03 -0.021
O -2.900 2.462 2.178 -0.03 -0.04 0.03 0.003
O -0.939 2.473 0.835 0.05 0.02 0.05 0.040
O -2.854 1.487 0.000 0.07 -0.11 -0.14 0.010
F -3.933 -3.983 -3.156 0.01 0.01 0.01 0.009
C -3.280 -2.964 -2.606 -0.01 0.00 0.02 0.060
C -2.126 -3.219 -1.881 -0.02 -0.01 -0.03 -0.006
C -1.456 -2.149 -1.317 0.16 0.08 -0.03 0.007
C -1.894 -0.834 -1.511 -0.17 -0.07 -0.08 -0.320
C -3.104 -0.626 -2.180 0.03 -0.03 -0.02 0.039
C -3.798 -1.686 -2.741 0.01 0.01 0.01 -0.027
H -1.786 -4.238 -1.753 0.01 0.00 0.00 0.000
H -0.585 -2.342 -0.705 0.00 -0.01 -0.02 0.012
H -3.550 0.357 -2.220 0.01 0.13 -0.07 0.012
H -4.737 -1.543 -3.260 0.00 0.01 0.00 -0.001
C -3.472 -1.333 1.194 -0.02 0.01 0.00 0.002
C -2.280 -0.666 1.797 -0.10 0.04 0.11 0.008
N -2.301 -0.391 3.073 -0.02 0.01 -0.09 0.023
O -1.225 -0.368 1.141 0.17 -0.08 -0.09 0.057
H -4.251 -1.483 1.938 0.00 0.00 0.00 0.000
H -3.179 -2.298 0.784 0.02 -0.02 -0.02 0.000
H -3.865 -0.725 0.382 0.01 -0.02 0.05 -0.001
H -3.095 -0.624 3.647 0.01 0.00 0.00 -0.001
H -1.482 0.030 3.504 -0.01 0.01 0.02 -0.001
C -3.975 3.680 -2.954 0.00 0.01 0.00 0.001
N -3.448 2.603 -3.791 0.00 -0.06 0.02 0.000
C -2.256 2.015 -3.667 -0.05 -0.02 0.08 0.011
Se -0.960 2.467 -2.369 0.08 0.09 -0.15 -0.004
N -2.111 1.129 -4.658 -0.01 -0.09 0.06 -0.006
C -3.258 1.101 -5.437 -0.05 0.02 -0.02 0.003
C -3.610 0.343 -6.548 0.00 0.01 0.00 0.002
C -4.855 0.592 -7.086 0.00 0.01 0.00 -0.001
C -5.715 1.563 -6.543 0.01 0.00 0.00 0.000
C -5.362 2.315 -5.442 0.01 0.00 0.01 0.000
C -4.110 2.055 -4.892 0.03 0.01 -0.06 0.000
H -3.648 3.537 -1.929 0.02 0.01 0.01 -0.001
H -5.059 3.646 -2.999 0.00 -0.01 0.02 0.001
H -3.623 4.643 -3.320 -0.02 0.00 -0.01 0.001
H -1.302 0.537 -4.762 -0.01 0.01 0.01 -0.006
H -2.945 -0.397 -6.972 0.00 0.00 0.00 0.000
H -5.179 0.033 -7.952 0.00 0.00 0.00 0.000
H -6.677 1.728 -7.007 -0.01 0.00 0.00 0.000
H -6.025 3.066 -5.039 0.00 0.00 0.00 0.000
```
Positions in Å, forces in eV/Å.

## Properties
HOMO-LUMO gap (spin up / spin down)	6.68 / 6.19	eV
spin multiplicity	4
highest occupied orbital energy (spin up / spin down)	-0.486 / -0.486	hartree
net charge	+2
E	-154433.6961	eV

***

Among the records above, which one has the lowest net charge? C45H62ClFN2O9PW